No. 1
36
Properties=species:S:1:pos:R:3:forces:R:3:nbo_charge:R:1 method="wB97M-V/def2-TZVPD" spin_multiplicity=3 s2=2.010 lumo_energy_ev="-8.17 / -11.45" total_energy_ev=-19250.4774 orbital_gap_ev="5.812 / 6.451" de_lowest_kcal_mol=2.5 homo_ev="-14.0 / -17.9" total_charge=+2 max_force_ev_per_a=13.523
O -1.98533 2.07076 -0.52987 -0.339 -0.302 -2.094 -0.655
O -1.80540 -0.22821 -0.21795 0.173 0.927 2.168 -0.447
N 1.15787 -0.21033 -0.05142 3.745 1.581 12.898 -0.134
N 0.02332 3.48125 1.54412 -0.232 -2.364 -0.464 0.332
N -0.21268 2.40755 1.34342 0.135 2.444 0.640 0.112
C 0.86304 -1.30930 0.95661 1.855 0.057 -1.688 -0.228
C 2.68975 0.94726 1.69488 0.706 -0.695 -1.401 -0.642
C -2.95429 -0.65989 -0.94436 -0.183 1.357 -2.663 -0.067
C 1.27896 0.33884 -2.43252 -0.663 -0.368 0.803 -0.688
C -1.53105 0.99949 0.10916 -0.829 -0.525 -3.233 0.796
C -0.53062 1.10707 1.06632 -1.176 0.636 2.233 -0.320
C -4.21507 -0.82970 -0.19091 -0.070 -1.237 0.435 -0.686
C 2.00193 -2.31715 0.80250 -1.020 0.735 -2.848 -0.592
C 0.72014 -0.39322 -1.21911 -4.153 -1.537 -12.216 -0.001
C 2.07631 0.92279 0.30083 1.731 -2.123 -1.519 -0.258
H 1.12147 -0.38269 -3.23938 0.064 0.662 -0.361 0.270
H -0.04731 -1.84153 0.69183 -0.253 0.654 -0.061 0.247
H 1.68973 1.80583 -0.09533 -1.447 1.787 -0.155 0.226
H -4.64234 -0.10936 0.43903 0.476 2.180 0.845 0.254
H 2.90789 0.93076 -0.48190 -0.443 -0.837 0.985 0.278
H -0.58848 0.46353 1.97861 0.335 0.640 -1.039 0.311
H 2.36690 0.52424 -2.33335 -0.746 0.236 -0.370 0.241
H 2.21786 -2.43202 -0.29663 0.023 -0.127 1.047 0.227
H -0.04000 -1.20668 -1.45417 1.153 1.362 0.767 0.231
H 0.87974 -0.92812 1.94941 -0.229 0.307 0.580 0.224
H 2.84951 -2.04333 1.32341 1.815 0.544 0.985 0.228
H 3.47643 0.14241 1.65089 -0.423 1.162 0.500 0.258
H -2.30256 2.07439 -1.56828 0.956 -0.727 3.716 0.583
H -5.04916 -0.92319 -0.84933 -0.323 -0.811 -0.955 0.273
H -4.15529 -1.65067 0.48682 -0.064 -1.128 0.111 0.240
H 0.65901 1.31006 -2.61082 1.216 -1.388 0.008 0.243
H -2.54159 -1.50489 -1.50445 -0.644 -0.401 0.553 0.232
H -3.07742 0.07743 -1.75345 -0.259 -0.040 0.126 0.173
H 3.10705 1.96822 1.86499 -0.235 -1.036 0.193 0.275
H 1.61573 -3.21273 1.14817 -0.407 -2.036 0.711 0.251
H 1.97593 0.61111 2.42221 -0.245 0.411 0.762 0.211



No. 2
8
Properties=species:S:1:pos:R:3:forces:R:3:nbo_charge:R:1 method="wB97M-V/def2-TZVPD" smiles=Oc1nnn[nH]1 lumo_energy_ev=-0.47 total_energy_ev=-9074.6953 orbital_gap_ev=9.927 de_lowest_kcal_mol=37.0 homo_ev=-10.4 max_force_ev_per_a=6.156
O -1.74232 -0.43338 -0.12629 -1.910 4.643 3.562 -0.612
N 0.36764 -1.40527 -0.05922 -1.267 -0.998 0.240 -0.332
N 1.67042 0.30523 -0.02975 -0.440 -0.531 -0.425 -0.082
N 0.36824 0.71884 -0.11069 1.241 0.117 0.496 -0.416
N 1.61298 -0.98492 -0.03756 0.879 1.196 0.139 -0.045
C -0.41643 -0.35498 -0.06111 0.706 -0.727 -0.631 0.575
H -2.11210 0.44939 0.58984 1.384 -4.170 -3.400 0.490
H 0.25158 1.70509 -0.16522 -0.594 0.469 0.020 0.423



No. 3
17
Properties=species:S:1:pos:R:3:forces:R:3:nbo_charge:R:1 method="wB97M-V/def2-TZVPD" smiles="N#C[C@@]12O[C@@H]1CCCC2=O" lumo_energy_ev=0.07 total_energy_ev=-12953.3905 orbital_gap_ev=10.753 de_lowest_kcal_mol=97.0 homo_ev=-10.7 max_force_ev_per_a=6.691
O 2.64597 -2.08844 0.15119 0.183 -0.327 0.128 -0.454
O 1.79898 1.02836 1.28564 0.160 0.175 0.991 -0.442
N 5.06707 0.49261 -0.55725 2.371 0.303 -0.751 -0.377
C 1.33102 1.33441 -0.03357 -0.569 1.206 0.186 0.062
C 0.33555 -1.52215 0.04407 -0.743 -0.804 -1.645 -0.522
C -0.16235 1.01330 -0.22087 3.221 -4.401 -0.277 -0.428
C -0.53274 -0.38258 0.48934 -2.161 1.622 1.999 -0.402
C 3.97874 0.49317 -0.24864 -6.173 -1.475 2.116 0.203
C 1.81171 -1.23163 0.20794 0.022 -1.157 -0.760 0.508
C 2.19676 0.18039 0.31671 3.928 3.040 -2.279 0.226
H -0.85239 1.75438 -0.09547 -1.563 2.027 0.541 0.230
H -0.12433 0.64815 -1.23578 -0.676 0.505 -0.962 0.208
H 0.03423 -1.71015 -1.04344 1.144 0.031 1.045 0.242
H -0.33887 -0.36759 1.63720 -1.039 0.601 -1.764 0.220
H -1.70580 -0.50191 0.22652 2.818 -0.170 0.936 0.233
H 1.78053 2.30622 -0.47436 -0.694 -1.948 0.645 0.233
H 0.18145 -2.49802 0.55468 -0.230 0.771 -0.149 0.261



No. 4
97
Properties=species:S:1:pos:R:3:forces:R:3:mulliken_charge:R:1 method="wB97M-V/def2-TZVPD" smiles=CCOCCCCCc1ccc2c(c1)Nc1ccccc1S2.C1CCOC1.C1CCOC1.C1CCOC1.C1CCOC1 lumo_energy_ev=0.81 total_energy_ev=-59748.6425 orbital_gap_ev=8.525 homo_ev=-7.7 max_force_ev_per_a=0.250
S 4.25166 0.02204 1.35808 0.064 -0.008 0.082 -0.353
O -1.62868 -2.74556 3.77340 -0.062 0.018 -0.005 -0.367
O 2.30646 6.87746 -1.82502 -0.015 0.020 0.012 -0.320
O 3.43083 9.76593 -6.35150 -0.009 0.016 0.027 -0.320
O -1.64657 -6.82003 2.56516 -0.022 0.017 -0.025 -0.403
O -5.89892 -7.57194 4.06341 0.008 -0.028 0.015 -0.476
N 1.30880 0.59405 0.81621 0.201 -0.109 0.100 -0.039
C -2.76156 -2.54258 2.94802 -0.087 0.014 -0.133 -0.656
C -1.73901 -6.12179 3.81441 0.079 -0.098 0.025 0.023
C 0.22030 -3.99387 -0.76497 -0.021 0.107 0.043 -1.253
C 1.98154 8.62636 -3.37834 -0.007 0.006 0.001 -0.578
C -1.75219 -8.22687 2.78446 -0.048 -0.036 0.041 -0.382
C 1.20579 -2.95911 -0.26753 0.100 0.051 0.014 0.558
C 1.76861 -0.72534 0.48675 0.054 0.094 0.040 -0.605
C 3.94387 3.75492 -0.10001 -0.141 0.120 -0.059 -0.567
C -2.45801 -2.52625 1.45152 0.083 -0.007 0.120 -0.585
C 4.36064 10.30541 -8.45293 0.003 -0.018 0.001 -0.537
C -1.15086 -0.36050 4.19284 0.148 0.010 0.043 -1.493
C 3.47872 -2.41106 0.36467 -0.056 0.076 0.024 -0.585
C 3.59842 1.51105 0.68152 0.037 0.141 -0.031 0.448
C -1.25533 -3.69953 -0.50012 0.068 -0.038 0.098 -1.332
C 0.85355 -1.63967 -0.00933 -0.104 -0.199 -0.091 0.382
C 3.09072 -1.10955 0.67544 0.004 -0.198 -0.066 0.502
C -2.21835 -7.14524 4.83508 -0.083 -0.023 -0.023 -0.295
C -6.83930 -5.56382 3.25275 0.022 0.006 -0.009 -0.338
C -1.61588 -8.43783 4.28714 0.033 0.025 0.016 -0.647
C 4.02767 10.84797 -7.06926 -0.014 -0.012 -0.021 -0.483
C 2.57674 3.89989 -0.29882 -0.070 -0.112 0.022 -0.318
C -5.37680 -7.34747 2.75234 0.050 0.086 -0.019 0.695
C 3.24636 9.27960 -8.65413 -0.004 0.019 -0.002 -0.577
C -0.65757 -1.71599 3.70910 0.058 0.066 0.031 0.460
C -6.92975 -6.62362 4.34381 0.004 0.008 -0.021 -0.447
C 2.22429 1.65012 0.49395 0.076 -0.080 -0.003 0.053
C 2.54083 -3.32306 -0.08121 -0.147 0.010 0.047 -1.030
C 1.27716 7.57116 -2.53603 0.027 0.005 -0.021 -0.501
C 1.72752 2.83727 -0.01674 0.023 0.181 -0.034 -0.653
C -1.60421 -3.70774 1.00086 -0.160 -0.005 -0.055 0.423
C 4.45759 2.56097 0.37392 -0.024 -0.058 0.013 -0.569
C 3.10559 8.70477 -7.25073 0.016 0.008 -0.002 -0.358
C 3.58580 7.21986 -2.36630 -0.014 -0.002 -0.012 -0.449
C -6.33788 -6.38638 2.06627 -0.045 -0.007 0.035 -0.631
C 3.31300 7.94312 -3.67771 -0.002 -0.032 0.025 -0.309
H 4.11005 7.86869 -1.65625 0.007 0.003 -0.010 0.223
H 1.08430 0.62879 1.80723 -0.104 0.046 -0.033 0.225
H 4.90514 11.19013 -6.51961 -0.002 -0.001 0.016 0.260
H 4.10110 8.63774 -3.95718 -0.003 0.019 -0.014 0.369
H 3.80173 7.87395 -7.09084 -0.003 -0.003 -0.013 0.257
H -0.15313 -1.28897 -0.18524 -0.074 0.016 0.053 0.296
H -4.37881 -6.90460 2.83907 0.004 -0.003 -0.078 -0.785
H -0.56182 -8.51229 4.56376 -0.001 0.000 -0.003 0.292
H -2.42015 -5.28100 3.69939 0.009 0.036 -0.020 -0.256
H 3.31225 11.67502 -7.12923 0.006 0.003 -0.011 0.273
H -2.12443 -9.33714 4.63147 -0.020 0.004 0.001 0.366
H -7.16431 -6.93392 1.60827 -0.003 0.003 0.007 0.283
H -7.89967 -7.13214 4.32343 -0.004 0.011 -0.005 0.292
H -3.27911 -1.61939 3.23035 -0.027 0.029 0.009 0.441
H -6.77199 -6.22191 5.34530 0.003 -0.010 0.011 0.295
H 0.47085 -4.93793 -0.27531 0.006 -0.099 -0.093 0.376
H -0.97842 -8.74076 2.21226 0.023 0.063 -0.037 0.332
H 5.33343 9.80964 -8.44295 -0.002 -0.002 0.005 0.268
H 4.16615 6.30437 -2.49299 -0.006 -0.011 0.013 0.273
H -2.13998 -4.62940 1.24288 0.080 -0.038 0.021 0.192
H 5.52493 2.44226 0.50838 0.013 -0.051 0.018 0.380
H -1.98258 -1.57800 1.18863 0.093 0.023 -0.079 0.124
H 0.16412 -2.05510 4.33973 -0.042 -0.062 0.038 0.390
H 4.38193 11.08377 -9.21389 -0.011 0.002 -0.010 0.338
H -0.25916 -1.62325 2.69417 0.041 -0.046 -0.119 -0.301
H 2.14658 9.53357 -2.79357 0.000 -0.002 0.004 0.264
H 2.32286 9.77862 -8.95464 0.000 0.002 0.006 0.274
H -1.89904 -6.90872 5.84891 0.034 0.005 -0.004 0.419
H 2.17797 4.82766 -0.68548 0.034 0.034 -0.017 0.539
H 0.73660 6.85618 -3.16606 -0.004 0.011 -0.007 0.295
H -3.44231 -3.36641 3.17097 0.055 -0.066 0.058 -0.021
H -1.76113 0.15469 3.45185 -0.083 -0.014 0.008 0.314
H -1.54159 -2.75108 -0.96231 0.019 0.047 0.023 0.471
H -3.30909 -7.20703 4.82744 0.005 -0.022 0.029 0.023
H -0.75311 -5.72330 4.07173 -0.010 0.024 0.012 0.365
H -2.72887 -8.56625 2.42382 0.014 -0.061 0.024 0.161
H -1.83674 -4.46518 -1.01608 -0.064 0.020 -0.021 0.550
H 4.60777 4.57720 -0.33098 0.046 0.005 0.011 0.409
H -1.71620 -0.46614 5.11873 -0.052 -0.007 0.002 0.366
H 3.19169 7.22366 -4.49071 0.001 -0.011 0.007 0.137
H 3.48029 8.51841 -9.39656 0.014 -0.002 -0.004 0.336
H -0.28825 0.27494 4.40702 -0.022 0.021 -0.041 0.491
H -5.85226 -5.79119 1.29437 0.012 0.011 0.004 0.325
H 1.42311 8.89693 -4.27254 0.016 0.008 -0.018 0.266
H 0.57745 7.99276 -1.81354 -0.001 -0.012 0.015 0.309
H 0.38252 -4.13355 -1.83720 -0.011 -0.063 -0.025 0.486
H 0.66069 2.91804 -0.17915 -0.016 -0.002 0.001 0.413
H 2.09588 8.35514 -7.02986 -0.002 -0.003 0.014 0.266
H -5.28745 -8.30526 2.23789 -0.005 -0.020 0.024 0.341
H -3.41602 -2.53928 0.92504 -0.053 0.038 -0.033 0.506
H -6.10244 -4.80402 3.52346 0.004 -0.004 0.000 0.018
H 2.84775 -4.34064 -0.29010 0.002 -0.031 -0.006 0.432
H 4.50975 -2.71639 0.49025 0.025 0.060 0.019 0.403
H -0.68954 -3.74235 1.59523 0.047 0.069 0.014 0.168
H -7.79089 -5.06672 3.07083 -0.008 -0.003 -0.007 0.383



No. 5
7
Properties=species:S:1:pos:R:3:forces:R:3:mulliken_spin:R:1 method="wB97M-V/def2-TZVPD" spin_multiplicity=2 s2=0.761 lumo_energy_ev="-9.20 / -16.87" total_energy_ev=-4685.7225 orbital_gap_ev="15.244 / 4.362" de_lowest_kcal_mol=12.2 homo_ev="-24.4 / -21.2" total_charge=+2 max_force_ev_per_a=1.694
Cs 1.49486 -0.19370 2.03572 0.655 0.135 1.066 -0.003
O 1.05396 1.27134 -1.00747 0.593 0.482 0.754 0.640
O -1.43789 -0.75485 0.64450 0.428 0.997 0.473 0.429
H -0.71653 -1.38067 0.70941 0.062 -1.131 0.049 -0.016
H 0.13271 1.44093 -1.20438 -1.298 0.787 -0.753 -0.015
H 1.10276 0.32316 -0.88581 0.415 -1.162 -0.608 -0.024
H -1.62988 -0.70622 -0.29199 -0.854 -0.108 -0.983 -0.011



No. 6
19
Properties=species:S:1:pos:R:3:forces:R:3:nbo_charge:R:1 method="wB97M-V/def2-TZVPD" lumo_energy_ev=-3.24 total_energy_ev=-10384.4431 orbital_gap_ev=10.464 de_lowest_kcal_mol=26.8 homo_ev=-13.7 total_charge=+1 max_force_ev_per_a=1.460
O 1.49774 -2.02001 -0.51411 -0.128 0.340 0.113 -0.555
N 0.58092 2.91951 0.03030 -0.781 0.578 -0.372 -0.730
N 0.67611 0.66682 -0.56025 -0.214 0.824 0.145 -0.495
C -1.00710 -0.52240 0.77575 -0.680 -0.454 0.344 -0.402
C -0.74701 0.30666 -0.47331 0.256 -0.081 0.510 -0.243
C 1.21528 1.82071 -0.32090 0.197 -0.068 0.208 0.397
C -0.54127 -2.00960 0.74637 1.303 0.501 0.427 -0.531
C 0.33552 -2.35029 -0.42619 0.234 -0.378 -0.492 0.448
H 2.29675 1.85078 -0.34433 0.055 0.182 -0.199 0.235
H -0.91426 -0.24169 -1.35967 -0.501 -0.749 -1.027 0.228
H 0.12638 -2.06571 1.60745 -0.014 -0.487 0.042 0.254
H -0.42761 2.99356 -0.01331 0.049 -0.366 0.101 0.416
H -0.07772 -2.92559 -1.27326 -0.277 -0.101 0.182 0.140
H 1.32602 -0.07555 -0.77665 0.032 -0.422 0.114 0.461
H -1.42608 1.15403 -0.52499 0.352 0.328 0.080 0.224
H -0.54198 -0.00357 1.61447 0.071 -0.095 0.013 0.223
H 1.00171 3.82801 -0.08458 0.551 -0.139 0.252 0.436
H -1.30544 -2.76600 0.86642 -0.463 0.223 -0.101 0.247
H -2.06796 -0.55967 1.03081 -0.041 0.365 -0.342 0.249



No. 7
66
Properties=species:S:1:pos:R:3:forces:R:3:nbo_charge:R:1 method="wB97M-V/def2-TZVPD" lumo_energy_ev=-6.39 total_energy_ev=-138642.4521 orbital_gap_ev=1.408 homo_ev=-7.8 max_force_ev_per_a=5.277
I -2.26285 1.46678 -3.85165 -0.668 0.187 0.082 0.095
Cl 3.71382 -1.01450 -5.41607 0.078 -0.221 -0.292 0.032
Cl 6.11461 -1.01639 -3.79308 0.020 -0.010 0.016 0.040
Cl 5.97942 -2.68419 -6.17276 -0.377 0.587 0.090 -0.022
S -0.43182 -2.31132 3.16172 0.979 -0.646 0.679 2.544
S -5.11023 3.66224 -7.54299 1.087 0.701 -3.122 2.549
S -2.20475 -2.40044 1.21650 -1.514 -0.931 0.308 2.523
P 2.66943 0.70262 -2.23379 2.208 2.355 -0.634 1.062
F 0.59475 -1.87811 1.97535 -0.099 0.344 -0.081 -0.550
F -3.11298 -3.56772 0.71888 0.318 -0.070 0.103 -0.467
O -0.88883 -1.02949 3.63879 -0.155 1.017 -0.278 -1.021
O -1.36193 -2.13059 0.07703 0.340 0.156 -0.090 -0.962
O -1.80405 -6.11822 5.69122 0.597 0.964 0.458 -0.708
O -4.56183 -6.53023 5.38302 -0.253 -0.081 -0.130 -0.944
O -3.73840 3.56523 -8.04231 0.060 0.003 0.486 -1.009
O -5.74268 4.91809 -7.88567 -0.017 0.018 0.455 -0.960
O -3.13390 -1.38406 1.58605 0.353 0.511 0.012 -0.929
O -5.90813 2.50248 -7.90370 -0.150 -0.218 0.801 -0.899
O 2.72117 1.18989 -0.54610 -1.516 -0.271 0.314 -0.766
O 1.53388 -0.57986 -1.86757 -0.610 -0.625 0.049 -0.705
O -5.00976 3.60118 -6.00161 1.621 -0.276 5.014 -1.059
O -0.98920 -4.44055 6.90897 0.019 0.362 -0.144 -0.578
O 0.41015 -3.04621 4.01423 0.173 -0.307 0.019 -0.866
O -1.86388 -4.01857 4.92136 -0.440 0.016 0.232 -0.551
N 1.19060 2.60032 6.56702 -0.191 0.030 -0.438 -0.356
N -1.50102 -3.16015 2.41420 0.252 0.853 -0.920 -1.140
N -0.19469 1.63845 3.72553 0.268 0.745 -0.194 -0.881
C -0.42103 -0.01488 -0.60410 0.087 0.101 0.030 0.173
C -0.19426 0.94782 -4.20951 1.048 0.183 -0.696 -0.434
C 1.00997 -0.53098 -0.59918 0.886 1.223 -0.850 -0.027
C 5.05856 -1.97843 -4.81700 0.052 0.166 -0.022 -0.283
C 0.77038 5.16335 6.37950 -0.034 0.371 0.010 -0.731
C 1.37099 2.08534 -2.54068 0.186 -0.018 -0.531 -0.655
C 0.78342 2.08368 -3.93844 -0.885 0.395 0.601 -0.459
C -1.53938 -4.77743 5.84464 -0.144 -0.614 -0.123 0.936
C 2.01928 0.29068 0.24027 1.830 -1.188 0.311 -0.090
C -0.79025 1.02311 0.21800 -0.598 -0.049 0.448 -0.380
C 0.99373 3.72892 6.47123 0.088 0.015 0.127 0.304
Be -3.53399 3.74229 -4.46156 -1.916 -0.948 -3.548 1.177
Be 7.15284 -4.97088 -6.09312 0.348 -0.658 -0.010 0.053
H 0.23337 3.01724 -4.04857 0.056 0.211 -0.243 0.213
H 0.87202 -1.52745 -0.16816 -0.144 -0.040 0.070 0.305
H -1.15780 1.96279 3.79522 -0.071 -0.163 0.019 0.442
H 2.77974 -0.43891 0.54333 -0.267 -0.413 0.290 0.198
H 0.37101 2.11607 4.43714 0.074 -0.264 0.223 0.461
H 1.53629 2.11594 -4.71919 0.273 -0.272 -0.015 0.245
H 2.81904 0.44725 -3.63420 -0.987 -0.555 0.247 -0.088
H -3.82714 -6.28137 4.81195 0.153 0.007 0.176 0.484
H -0.17344 0.61706 3.82386 -0.309 -1.093 0.336 0.497
H -0.02519 5.39233 5.67260 -0.034 -0.089 -0.006 0.253
H 3.69924 -0.31410 -2.00443 -0.271 -0.179 0.123 0.017
H 1.67240 5.67561 6.05018 0.074 -0.104 0.000 0.268
H 1.91191 3.01763 -2.42832 0.270 0.041 0.230 0.243
H -0.57632 2.05328 -0.04720 1.112 0.012 0.374 0.250
H 1.65571 0.67360 1.19736 -0.603 0.474 -0.207 0.168
H 3.75321 1.65189 -2.37374 -0.095 -0.058 -0.042 -0.104
H 0.48533 5.57177 7.34707 -0.003 -0.114 0.062 0.275
H -0.10839 0.63876 -5.24297 -0.608 0.018 -0.253 0.249
H -1.34971 0.86059 1.13310 -1.096 -0.203 -0.523 0.259
H -1.09522 -0.49049 -1.30522 -0.136 -0.575 0.358 0.271
H 0.59816 2.11415 -1.77865 -0.201 -0.134 0.073 0.177
H 0.17466 1.84327 2.79679 -0.005 0.144 0.018 0.427
H -5.21587 -6.91220 4.79118 -0.048 0.021 0.014 0.459
H -1.44653 -6.40467 6.54978 -0.272 -0.772 -0.169 0.494
H -0.03157 0.06168 -3.60558 -0.198 -0.008 0.345 0.245
H 4.65795 -2.79097 -4.22595 0.004 -0.060 -0.039 0.236